DFT (ωB97M-V/def2-TZVPD) results for C26H39N4O3PSe2TeZr as an isolated structure in a non-equilibrium geometry.

XYZ file:
```
77
C26H39N4O3PSe2TeZr (ωB97M-V/def2-TZVPD)
Zr -0.100 -0.054 0.114
C 4.223 -1.776 2.874
N 3.766 -1.134 1.663
C 4.632 -1.272 0.504
C 2.540 -0.680 1.460
O 2.148 -0.341 0.322
C 1.520 -0.661 2.608
O 0.310 -0.009 2.214
C 0.213 1.417 2.508
C 0.048 2.253 1.207
O 0.731 1.664 0.165
N 0.440 3.590 1.461
C -0.343 4.269 2.475
C 0.540 4.379 0.252
H 5.309 -1.720 2.918
H 3.938 -2.831 2.876
H 3.824 -1.300 3.765
H 5.672 -1.182 0.807
H 4.394 -0.487 -0.210
H 4.471 -2.245 0.032
H 1.923 -0.200 3.515
H 1.255 -1.708 2.836
H 1.117 1.758 3.029
H -0.662 1.540 3.160
H -0.171 3.845 3.460
H -1.419 4.222 2.246
H -0.041 5.310 2.495
H 1.260 3.903 -0.411
H 0.892 5.373 0.513
H -0.440 4.452 -0.247
Se -2.393 -1.469 -0.100
P -1.309 -3.332 0.005
Se 0.811 -2.795 -0.063
C -1.624 -4.260 1.543
C -0.795 -5.332 1.856
C -1.039 -6.069 3.000
C -2.094 -5.726 3.833
C -2.896 -4.636 3.537
C -2.667 -3.898 2.388
C -1.653 -4.346 -1.481
C -0.808 -5.401 -1.800
C -1.037 -6.130 -2.952
C -2.089 -5.794 -3.789
C -2.924 -4.735 -3.476
C -2.709 -4.007 -2.318
H 0.038 -5.581 1.211
H -0.412 -6.913 3.239
H -2.288 -6.311 4.718
H -3.707 -4.364 4.195
H -3.300 -3.052 2.148
H 0.026 -5.639 -1.155
H -0.394 -6.960 -3.196
H -2.260 -6.362 -4.689
H -3.749 -4.479 -4.122
H -3.368 -3.187 -2.056
C -1.248 0.841 -4.451
C -1.325 0.727 -2.912
N -0.124 0.060 -2.384
C -0.022 -1.277 -2.986
C 0.072 -1.190 -4.524
N 0.030 0.240 -4.903
C 1.176 0.956 -4.295
C 1.058 0.852 -2.754
H -1.284 1.883 -4.776
H -2.074 0.313 -4.932
H -2.210 0.151 -2.610
H -1.409 1.720 -2.445
H -0.909 -1.859 -2.702
H 0.864 -1.787 -2.588
H -0.759 -1.715 -5.001
H 1.001 -1.632 -4.891
H 0.091 0.315 -5.923
H 1.159 1.996 -4.628
H 2.101 0.504 -4.658
H 0.961 1.847 -2.301
H 1.952 0.378 -2.327
Te -2.097 1.929 0.519
```

Molar mass ... 863.341 g mol⁻¹
HOMO ... -12.179 eV
Charge ... +2
Calculated total energy ... -188242.7511 eV



DFT (ωB97M-V/def2-TZVPD) results for C24H24F9NO2P2Yb as an isolated structure in a non-equilibrium geometry.

XYZ file:
```
63
C24H24F9NO2P2Yb (ωB97M-V/def2-TZVPD)
C 0.111 -3.624 -2.810
C -0.336 -2.338 -2.548
C -1.539 -2.169 -1.774
C -2.228 -3.329 -1.244
C -1.724 -4.632 -1.552
C -0.589 -4.769 -2.325
C -3.353 -3.097 -0.433
C -3.763 -1.784 -0.138
C -3.010 -0.702 -0.740
C -3.358 0.666 -0.452
C -4.423 0.916 0.400
C -5.177 -0.148 0.981
C -4.860 -1.466 0.723
H 1.027 -3.769 -3.394
H -2.245 -5.511 -1.157
H -0.203 -5.767 -2.559
H -3.905 -3.946 -0.012
H -4.693 1.951 0.637
H -6.012 0.095 1.645
H -5.430 -2.282 1.182
N -1.959 -0.914 -1.548
Yb 0.624 0.252 0.546
C 0.418 -1.106 -2.954
H -0.284 -0.297 -3.213
H 1.088 -1.311 -3.808
C -2.493 1.739 -1.039
H -2.195 1.462 -2.063
H -3.013 2.714 -1.052
P 1.499 -0.436 -1.559
P -0.875 1.978 -0.084
C -1.533 2.930 1.368
H -0.684 3.294 1.971
H -2.160 3.785 1.058
H -2.126 2.245 1.996
C -0.178 3.373 -1.107
H -0.893 4.210 -1.206
H 0.748 3.743 -0.636
H 0.071 2.993 -2.112
C 2.740 -1.801 -1.426
H 3.150 -2.086 -2.412
H 3.553 -1.465 -0.762
H 2.252 -2.669 -0.954
C 2.476 0.829 -2.513
H 3.236 1.274 -1.849
H 2.979 0.380 -3.388
H 1.802 1.631 -2.854
C 0.144 0.284 2.348
O -0.165 0.204 3.473
H -0.443 -0.874 0.432
F 1.603 2.837 3.725
C 2.519 1.838 4.003
F 3.526 2.375 4.787
F 1.894 0.866 4.758
C 3.101 1.251 2.682
O 2.073 0.836 1.795
C 3.908 2.348 1.929
F 4.980 2.796 2.682
F 4.393 1.855 0.731
F 3.092 3.428 1.640
C 4.003 0.022 2.979
F 5.053 0.364 3.814
F 3.265 -0.979 3.586
F 4.523 -0.494 1.805
```

Molar mass ... 764.431 g mol⁻¹
HOMO (alpha / beta) ... -10.719 / -10.726 eV
Charge ... +1
Calculated total energy ... -105416.6588 eV
Spin multiplicity ... 2
<S²> ... 0.75